A structure of composition C12H28CrN2O6 in a non-equilibrium geometry, computed with the ωB97M-V functional and the def2-TZVPD basis.

Structure (XYZ):
```
49
Properties=species:S:1:pos:R:3:forces:R:3
C -11.217630 -28.187900 -24.563260 -0.1 -0.9 0.3
H -10.703240 -27.445370 -25.173310 -0.2 0.3 0.2
O -18.602000 -29.021610 -24.257890 -1.0 0.8 -1.4
H -18.250920 -29.915000 -26.136590 0.5 0.3 0.5
C -16.640800 -25.383730 -26.634460 0.1 0.6 -2.0
H -14.883870 -32.688350 -23.676940 -0.6 0.2 -0.5
H -18.855960 -29.359470 -21.702100 0.6 -0.3 -0.9
H -16.185230 -32.896600 -22.475990 -0.8 0.4 -0.6
O -17.235160 -26.453180 -24.603730 -3.5 4.2 4.1
C -19.091810 -28.379790 -22.117680 -1.0 0.6 0.4
H -17.789200 -27.444020 -21.097840 1.2 -0.1 0.5
C -14.474990 -25.601810 -21.997160 1.5 2.5 -0.8
H -19.689670 -27.780920 -20.085470 0.1 -0.2 -0.1
H -20.445280 -26.878170 -21.403000 0.0 0.3 0.1
Cr -16.708450 -28.277630 -23.724920 1.1 -0.5 -0.7
C -14.179340 -26.321370 -23.310340 -0.1 0.4 2.9
H -14.245430 -26.132970 -21.073430 -0.1 -0.3 -0.3
H -16.563160 -24.389980 -26.193400 -0.6 -0.3 0.4
C -20.084510 -27.860570 -21.098320 -1.0 0.6 -0.6
H -14.457610 -27.873960 -22.122990 -0.6 0.0 0.6
H -18.171950 -26.591630 -22.304860 -0.1 0.5 -0.7
H -19.936930 -27.424680 -23.894440 0.0 0.0 -0.3
H -14.656270 -25.758390 -24.112640 0.2 -0.4 -0.3
H -11.213960 -29.125940 -25.118400 -0.6 0.1 -0.3
H -15.817370 -25.435140 -27.346790 0.3 -0.5 0.3
O -15.726950 -30.151070 -24.334710 3.0 -2.8 -5.0
H -15.453170 -25.121800 -21.967900 -0.1 -0.4 0.0
H -12.047930 -26.756740 -22.622860 -0.4 0.6 0.8
N -14.789380 -27.605360 -23.038350 0.9 -1.0 -1.5
H -10.646880 -28.470930 -23.678820 0.3 0.6 0.3
O -16.518520 -30.026780 -22.572600 -3.7 0.9 8.0
C -19.704240 -28.434330 -23.555990 2.1 -0.6 2.5
N -17.858110 -27.529910 -22.101820 -2.1 0.0 1.7
H -20.976260 -28.487370 -21.101630 0.0 -0.2 0.3
H -19.804830 -30.029910 -25.408080 -0.4 -0.1 -0.6
H -13.754880 -24.785900 -22.058980 0.0 0.7 0.7
C -18.988380 -29.330210 -25.586790 -0.6 -2.0 -0.5
H -19.349510 -28.572150 -26.281790 0.2 0.8 0.7
H -12.187000 -25.783770 -24.075430 0.1 0.0 -0.3
H -17.481130 -25.482320 -27.321650 -0.4 0.6 0.1
C -12.649620 -26.598100 -23.517790 -0.1 0.2 -0.3
C -15.941000 -30.798500 -23.296170 0.9 0.8 -2.5
H -14.787400 -32.154340 -22.107870 0.2 0.8 0.3
O -16.277290 -27.670760 -25.831360 1.9 -1.1 -4.7
H -20.573420 -29.090700 -23.513480 -0.1 0.0 -0.5
H -14.049640 -28.045790 -23.566460 -1.1 -2.6 -0.9
C -15.499390 -32.183050 -22.932690 1.3 -0.9 0.5
C -16.760280 -26.525100 -25.732040 2.3 -2.8 1.3
O -12.544630 -27.845960 -24.183440 0.7 0.4 -1.3
```
Forces are in eV/Å.

The spin multiplicity is 5. The frontier orbital gap (alpha / beta) comes out at 5.59 / 8.26 eV. The value obtained for the max |F| is 8.849 eV Å⁻¹. The expectation value of S² is 6.01.


A structure of composition C27H30Br6N2O9 in a non-equilibrium geometry, computed with the ωB97M-V functional and the def2-TZVPD basis.

Structure (XYZ):
```
74
Properties=species:S:1:pos:R:3:forces:R:3
H 11.766485 30.076446 -18.331263 -0.2 0.2 -0.1
C 17.819578 22.156217 -14.724777 0.3 2.6 2.1
H 14.965041 23.730674 -15.520349 -0.5 -0.2 0.0
H 8.728823 32.167886 -6.017451 -0.3 0.0 -0.2
H 19.467939 24.703924 -6.522878 -0.6 0.1 -0.1
H 17.744542 27.564851 -8.457671 -0.2 -0.2 -0.2
H 8.653456 30.376525 -16.823549 -0.9 0.2 -0.5
C 10.492809 24.490362 -17.185953 -0.4 2.1 0.2
C 9.093465 31.322252 -7.966441 1.1 0.3 1.0
C 11.144885 23.457853 -16.554953 -1.5 -1.4 -1.7
O 12.999617 25.382514 -14.088932 0.7 0.7 -1.5
H 10.408089 26.690624 -17.338337 -0.7 -0.3 -0.2
H 9.699968 30.425987 -9.785097 0.1 -0.1 -0.3
C 18.212793 26.104854 -7.273560 1.5 -1.8 2.3
H 7.852778 30.863197 -9.087490 -1.3 0.0 -0.6
H 10.865821 31.489318 -5.111469 0.3 0.1 0.0
H 16.443841 20.463978 -18.418755 -0.2 0.3 0.3
H 16.371342 24.163066 -13.060659 -0.4 -0.1 -0.1
H 12.589845 26.092978 -10.762658 0.0 0.3 -0.3
C 12.358884 25.024692 -15.285456 -0.3 -1.6 2.6
H 13.300036 24.710834 -13.472341 -0.5 -0.6 -0.5
Br 10.951681 28.075529 -10.908389 -0.4 2.0 -0.6
H 19.168174 24.501848 -8.182371 -0.1 0.4 0.1
C 11.442549 29.896345 -14.501227 0.5 -0.4 -0.8
C 10.296390 30.069790 -15.289179 1.0 0.2 0.3
C 10.429000 30.171473 -16.667790 0.2 0.4 0.0
O 17.079114 20.323902 -17.712786 0.4 0.2 0.8
H 18.466953 26.245787 -9.298344 0.1 0.1 0.5
Br 10.699597 25.054988 -12.056780 -0.4 -0.8 -0.7
C 10.670498 31.343474 -6.163603 1.1 -0.3 -2.3
Br 14.023161 27.954355 -9.224204 0.9 0.0 0.0
H 18.592895 22.273091 -13.979975 0.2 0.0 0.1
C 10.794988 25.823534 -16.823678 -1.1 -0.6 -2.2
C 11.644469 30.728910 -7.042601 -3.3 -0.4 1.8
O 7.808138 31.469103 -8.344188 -0.3 -0.2 -0.9
H 16.399399 27.560211 -10.006641 -0.4 -0.1 -0.2
C 16.783411 23.112080 -14.656568 0.1 -2.9 -1.2
C 11.507365 26.192833 -10.682801 0.4 -1.1 0.0
C 16.935586 21.222468 -16.644540 -1.3 -0.6 -1.5
H 13.662235 29.706548 -13.507393 0.2 -0.2 0.4
C 15.771700 21.966610 -16.475809 0.2 -0.5 -0.8
C 12.704056 29.751737 -15.114224 -1.1 0.3 -1.2
H 12.028551 29.974281 -8.994662 -0.2 -0.4 -0.1
H 12.532703 29.515026 -5.792384 -0.4 0.1 -0.1
O 9.348079 30.421517 -17.484659 -0.1 -0.2 0.8
C 15.471893 27.777247 -10.536477 -0.3 0.7 0.6
Br 11.129484 25.484993 -8.909423 -0.2 -0.5 1.4
C 17.973031 21.323113 -15.745634 0.0 -1.9 -2.0
Br 15.107429 26.377679 -11.792121 0.1 -0.3 -0.4
C 12.811741 29.742140 -16.509139 -1.4 0.9 0.3
O 13.860710 29.675520 -14.446136 0.5 -0.2 0.8
C 11.693597 26.092784 -15.875178 1.7 -0.5 1.5
H 9.315818 23.443399 -18.340739 0.1 -0.1 0.1
H 9.343664 30.224818 -14.804746 -0.2 -0.2 0.0
C 10.025928 30.708974 -8.795121 -1.3 0.4 -0.3
N 19.029859 25.067499 -7.357145 2.7 -4.1 0.5
C 9.437818 31.716748 -6.695823 0.7 -0.4 1.2
C 11.266345 30.387400 -8.350639 1.8 0.9 1.1
C 11.663848 30.077649 -17.256156 1.6 -1.4 -0.1
O 16.972254 24.103998 -13.807000 0.3 2.0 1.4
N 18.073871 26.610178 -8.442313 -2.2 3.9 -4.5
H 18.835884 20.701202 -15.932991 0.2 0.0 0.3
O 12.734403 30.158261 -6.475883 2.0 0.1 -0.1
C 15.713325 22.951928 -15.526343 0.7 1.4 1.1
O 9.453921 24.360864 -18.094208 0.4 -0.2 0.1
H 12.703544 22.939501 -15.069608 -0.5 -0.6 -0.2
H 13.771157 29.572557 -16.975149 0.0 0.1 0.0
C 12.091358 23.645354 -15.611263 1.9 3.6 1.4
H 11.862493 27.090326 -15.497330 0.1 0.1 -0.1
H 10.805637 22.478033 -16.857087 0.2 -0.5 0.1
H 14.920499 21.866260 -17.132911 0.0 -0.2 -0.3
Br 15.763518 29.491237 -11.451590 0.0 -0.3 0.1
O 17.834299 26.485259 -6.204710 -1.1 1.6 1.5
H 11.393980 29.777524 -13.428882 -0.2 0.2 0.2
```
Forces are in eV/Å.

The spin multiplicity is 2. The frontier orbital gap (alpha / beta) comes out at 2.95 / 7.64 eV. The value obtained for the max |F| is 6.356 eV Å⁻¹. The total charge is -1. The expectation value of S² is 0.75.


A structure of composition CH5N3O2S in a non-equilibrium geometry, computed with the ωB97M-V functional and the def2-TZVPD basis.

Structure (XYZ):
```
12
Properties=species:S:1:pos:R:3:forces:R:3
N 1.570593 0.735796 -0.031058 -3.5 0.5 -2.7
H 0.090364 0.082791 -1.915847 0.4 1.0 -1.1
H 1.355613 -1.272092 0.028700 -0.2 -0.4 0.6
H 2.191132 0.711340 0.678262 2.6 -0.1 2.9
H -0.379725 -1.362064 1.088862 -1.3 -0.8 1.2
C 0.701992 -0.402428 0.004693 3.1 0.2 -1.5
H 0.856728 1.422092 0.196013 0.8 1.3 -0.1
N -0.307607 -0.362762 1.031434 0.5 -0.7 1.6
O -1.762261 1.556648 -0.032014 1.3 -2.6 0.2
N -0.141095 -0.482340 -1.144942 -3.6 0.0 1.6
S -1.507882 0.108889 0.010388 -1.0 1.2 -2.8
O -2.667855 -0.735870 0.085509 1.1 0.2 -0.1
```
Forces are in eV/Å.

The frontier orbital gap comes out at 11.24 eV. The value obtained for the max |F| is 4.423 eV Å⁻¹. Its relative energy (zero: lowest compared OMol25 entry of this formula, charge and spin) is 193.4 kJ/mol.


A structure of composition C7H11F3NS in a non-equilibrium geometry, computed with the ωB97M-V functional and the def2-TZVPD basis.

Structure (XYZ):
```
23
Properties=species:S:1:pos:R:3:forces:R:3
N -0.121358 -0.175577 0.401655 2.9 -1.9 -0.8
H 3.122683 1.280329 1.891465 -0.1 0.5 0.9
C -2.374869 -0.435179 0.357262 1.4 2.0 -4.5
F 3.903635 0.088036 -0.994557 0.2 -0.5 -1.3
H -2.599872 1.794133 0.639326 0.3 -0.3 -0.9
C 3.716860 1.117414 -0.206073 0.1 2.1 0.0
H -0.212047 1.637436 1.160000 0.2 1.1 1.8
F 4.873263 1.747486 -0.017141 0.6 -0.8 0.8
H -2.763509 -0.515664 1.272467 -1.6 -0.4 3.7
H -3.081704 -0.843706 -0.369229 0.1 -0.1 0.1
C 3.043286 0.673059 1.031956 -2.1 -3.1 -0.3
H 3.214254 -1.954992 -0.173274 -0.7 -0.9 0.1
F 2.997266 2.097787 -0.819085 -0.8 -0.9 -0.4
C 2.116030 -1.811722 -0.204826 0.8 0.6 0.7
H 1.987345 -1.253165 -1.136017 -0.8 -0.8 0.0
H 0.149599 1.799129 -0.500893 -0.7 -1.2 0.4
H -0.890580 -2.085356 0.422949 0.7 -1.8 0.2
H 1.442414 -2.667631 0.141310 1.2 1.1 -1.1
H -2.091739 1.189988 -1.014724 -1.1 0.8 -2.6
C -1.021515 -1.059492 0.342231 -1.4 2.8 0.3
C -2.025942 1.095917 -0.001945 1.2 -1.2 3.2
C -0.448906 1.198001 0.246658 -2.0 0.3 -0.9
S 1.932610 -0.610521 1.133587 1.6 2.5 0.5
```
Forces are in eV/Å.

The frontier orbital gap comes out at 8.71 eV. The value obtained for the max |F| is 5.125 eV Å⁻¹. The total charge is +1. Its relative energy (zero: lowest compared OMol25 entry of this formula, charge and spin) is 0.0 kJ/mol.


A structure of composition C33H30BrN7O3RuSSi, computed with the ωB97M-V functional and the def2-TZVPD basis.

Structure (XYZ):
```
77
Properties=species:S:1:pos:R:3:forces:R:3
C 1.728500 5.774940 -5.348939 0.0 0.0 0.0
C 1.783500 1.595297 -2.313293 0.0 0.0 0.0
H 4.802897 -0.487596 2.242664 0.0 0.0 0.0
N -1.506047 -1.516746 1.950419 0.0 0.0 0.0
H 1.366282 3.316450 3.737979 0.0 0.0 0.0
S 0.353540 -4.524936 -2.008150 0.0 0.1 0.0
H 1.721730 6.856626 -1.644646 0.0 0.0 0.0
C 1.268307 2.389831 -3.261805 0.0 0.1 0.0
H -3.751713 -7.822577 -1.074301 0.0 0.0 0.0
H 1.696787 5.477283 -6.388455 0.0 0.0 0.0
C -2.770702 -2.797489 0.558800 -0.1 0.0 0.1
H 1.205768 2.046855 1.604733 0.0 0.0 0.0
C -0.689059 0.788332 4.650212 0.0 0.0 0.0
C -4.042998 -5.728931 -1.450889 0.0 0.0 0.0
C 0.834723 5.170500 -4.457004 -0.4 0.0 -0.1
Br 3.864103 8.391543 -2.960895 0.0 0.0 0.0
C -2.568582 -5.307426 0.861232 0.0 0.0 0.0
H 3.393215 0.071044 3.160393 0.0 0.0 0.0
C -1.056992 2.021001 -2.370050 -0.1 0.0 0.0
C -3.789943 -4.437775 -1.013135 0.0 0.0 0.0
C -0.750033 0.139545 3.413138 0.0 0.0 0.0
C -2.291149 -1.712636 4.279733 0.0 0.0 0.0
O 1.379654 0.313586 -0.361462 0.1 0.0 0.1
H 2.821171 -3.419074 -0.181309 0.0 0.0 0.0
H 4.441192 -2.772753 0.146369 0.0 0.0 0.0
C 0.831701 5.578959 -3.115708 0.0 -0.1 0.0
H -2.433614 -7.441522 0.983777 0.0 0.0 0.0
H -3.081256 0.219348 0.334254 0.0 0.0 0.0
N -0.045884 -2.113325 -0.645192 0.0 0.0 0.1
H 1.898511 2.813487 -4.030610 0.0 0.0 0.0
H 3.512711 0.407846 1.427794 0.0 0.0 0.0
C -3.055019 -4.218894 0.145344 0.0 0.1 0.0
H 0.121785 2.444262 5.734420 0.0 0.0 0.0
C 0.662690 1.734540 2.487692 0.0 0.0 0.0
N -2.089948 -2.698830 1.711440 0.1 0.1 0.0
C -0.494457 1.177469 -1.403615 0.0 0.0 0.0
C -2.535961 0.778177 -0.410140 0.0 0.0 0.0
H 0.119198 5.156245 -2.420914 0.0 0.0 0.0
O -3.241018 -1.860947 -0.102774 0.1 0.0 0.0
C -1.531636 -1.058283 3.172973 0.0 0.1 0.0
C 3.373775 -2.530913 0.134859 0.0 0.0 0.0
C 3.720149 -0.339452 2.199657 -0.1 0.0 0.0
H -4.140392 -3.575036 -1.563971 0.0 0.0 0.0
H 2.741196 -4.142275 2.932257 0.0 0.0 0.0
C -3.563861 -6.812850 -0.728811 0.0 0.0 0.0
O 1.188369 -1.708377 1.897587 0.0 0.0 0.1
Si 2.774097 -1.936941 1.812701 0.0 0.0 -0.1
H -1.223954 0.375920 5.492996 0.0 0.0 0.0
H -2.896844 -2.514906 3.868173 0.0 0.0 0.0
C -2.423759 2.232677 -2.328248 0.1 0.0 0.0
N -0.070495 0.629578 2.353331 0.0 0.0 0.0
H 3.022221 -2.857147 4.109945 0.0 0.0 0.0
H -4.603004 -5.890579 -2.364257 0.0 0.0 0.0
C 0.925656 0.980735 -1.314198 -0.1 0.0 -0.1
N -0.079073 4.269766 -5.013810 0.5 -0.2 -0.2
C 0.124980 -3.123740 -1.202863 0.0 -0.1 -0.2
H -1.971793 -5.123895 1.744134 0.0 0.0 0.0
C 2.638470 6.716906 -4.906866 0.0 0.0 -0.1
C -2.825667 -6.598657 0.427757 0.0 0.0 0.0
H -2.898420 2.871586 -3.059937 0.0 0.0 0.0
N -1.208333 0.547926 -0.439122 0.0 0.0 -0.1
C 3.278704 -3.206941 3.106415 0.0 0.0 0.0
H -2.939278 -0.999524 4.795004 0.0 0.0 0.0
C 0.754200 2.427950 3.677146 0.0 0.0 0.0
H 2.837881 1.355135 -2.268534 0.0 0.0 0.0
Ru -0.092554 -0.635873 0.751160 0.0 -0.1 0.1
H -4.228327 1.728196 -1.267599 0.0 0.0 0.0
H -1.606211 -2.140880 5.017327 0.0 0.0 0.0
C -3.156416 1.600203 -1.327253 0.0 0.0 0.0
C 2.632488 7.089653 -3.571163 0.0 0.0 0.0
C 1.727029 6.536070 -2.677189 0.0 0.0 0.0
N -0.697517 3.430605 -4.245399 0.1 0.4 0.5
H 3.205993 -1.762672 -0.624352 0.0 0.0 0.0
H 3.343379 7.165814 -5.592636 0.0 0.0 0.0
H 4.351441 -3.417699 3.080364 0.0 0.0 0.0
C 0.064001 1.936547 4.779911 0.0 0.0 0.0
C -0.160096 2.679683 -3.324609 -0.1 -0.1 -0.2
```
Forces are in eV/Å.

The spin multiplicity is 2. The frontier orbital gap (alpha / beta) comes out at 4.53 / 4.17 eV. The value obtained for the max |F| is 0.600 eV Å⁻¹. The total charge is -1. Its relative energy (zero: lowest compared OMol25 entry of this formula, charge and spin) is 210.4 kJ/mol. The expectation value of S² is 0.83.